a.
The following is a DFT calculation (the ωB97M-V functional and the def2-TZVPD basis) of a single C6H11N3O2S molecule.

Each line ends with the natural charge from an NBO analysis.
Cartesian coordinates (Å):
C -0.057 -0.040 -0.783  0.59
C 2.631 1.100 0.602  0.39
C -2.859 -0.322 -0.239  -0.44
C -1.762 -0.788 0.905  -0.20
C -2.258 0.924 -0.805  -0.07
C 1.245 -0.026 -1.178  -0.72
N -0.403 -0.558 0.398  -0.64
N 2.763 2.323 0.836  -0.69
N 1.736 -1.989 0.418  -1.11
O 3.568 0.275 0.015  -0.71
O -1.031 0.725 -1.434  -0.48
S 2.471 -1.113 -0.658  1.29
H 1.668 0.509 1.010  0.15
H -3.040 -1.203 -0.884  0.22
H -3.886 -0.133 0.215  0.23
H -1.944 -0.008 1.625  0.19
H -1.773 -1.719 1.363  0.21
H -2.860 1.382 -1.530  0.21
H -2.194 1.623 0.110  0.17
H 1.652 0.471 -2.004  0.26
H 3.638 2.606 0.495  0.34
H 0.418 -1.259 0.756  0.46
H 2.277 -2.778 0.768  0.40

Properties
total charge = 0
highest occupied orbital energy = -0.30860 hartree
orbital gap = 9.00 eV

---

b.
The following is a DFT calculation (the ωB97M-V functional and the def2-TZVPD basis) of 2 unconnected molecules or ions with the total composition C6H11N3O2S.

Each line ends with the natural charge from an NBO analysis.
Cartesian coordinates (Å):
C 1.695 -2.139 -0.751  0.13
C 2.293 -0.136 -0.414  0.04
C -2.683 -1.092 0.291  -0.65
C -1.177 0.431 1.508  -0.46
C -2.374 1.224 -0.697  -0.65
C -2.022 0.282 0.477  0.05
N 1.607 -0.906 -1.298  -0.46
N 2.401 -2.256 0.394  -0.25
N 2.627 -0.956 0.603  -0.33
O 2.670 1.916 1.181  -0.91
O 3.336 2.125 -1.164  -0.87
S 2.099 1.647 -0.106  1.54
H 1.280 -2.945 -1.293  0.20
H -2.032 -1.713 -0.233  0.22
H -2.965 -1.660 1.191  0.22
H -3.599 -0.893 -0.226  0.21
H -0.953 -0.376 2.271  0.21
H -0.846 1.496 1.776  0.20
H 2.954 2.538 -1.901  0.48
H -3.400 1.522 -0.968  0.22
H -1.830 2.104 -0.591  0.21
H -2.157 0.647 -1.574  0.22
H 3.077 -0.859 1.524  0.44

Properties
total charge = 0
highest occupied orbital energy = -0.34473 hartree
orbital gap = 9.48 eV

---

If we sort the structures by their calculated energies, the order from most to least stable is b, a.

---

a.
The following is a DFT calculation (the ωB97M-V functional and the def2-TZVPD basis) of a single C5H4Cl2O molecule.

Each line ends with the natural charge from an NBO analysis.
Cartesian coordinates (Å):
C 0.390 -0.936 0.853  -0.58
C 0.106 0.181 -0.063  0.03
C -0.790 -1.320 1.230  0.75
C -1.135 0.698 0.087  -0.18
C 1.187 0.443 -1.041  -0.61
O -1.740 -1.882 1.521  -0.43
Cl -2.348 0.817 1.239  0.12
Cl -1.320 1.980 -1.159  -0.06
H 1.369 -1.306 0.994  0.27
H 1.923 0.931 -0.460  0.23
H 0.822 0.975 -1.775  0.23
H 1.534 -0.581 -1.427  0.22

Properties
total charge = 0
highest occupied orbital energy = -0.30701 hartree
orbital gap = 9.03 eV

---

b.
The following is a DFT calculation (the ωB97M-V functional and the def2-TZVPD basis) of 2 unconnected molecules or ions with the total composition C5H4Cl2O.

Each line ends with the natural charge from an NBO analysis.
Cartesian coordinates (Å):
C -1.126 -0.588 -0.799  -0.28
C -1.328 0.244 0.062  0.02
C 2.289 -1.680 -0.668  0.66
C 1.794 -0.591 -0.209  -0.39
C -1.530 1.322 0.947  -0.71
O 2.644 -2.647 -1.204  -0.40
Cl 1.707 0.707 -1.364  0.06
Cl 1.323 -0.329 1.418  0.08
H -1.107 -1.395 -1.433  0.23
H -1.280 1.039 1.934  0.24
H -2.588 1.831 0.688  0.25
H -0.798 2.085 0.629  0.24

Properties
total charge = 0
highest occupied orbital energy = -0.33399 hartree
orbital gap = 8.84 eV

---

If we sort the structures by their calculated energies, the order from most to least stable is a, b.